Entry 1:
Here is a cluster of 11 separate species, C66H55F11 in total from the Open Molecules 2025 dataset. Energies are from the ωB97M-V functional and the def2-TZVPD basis.

- SMILES: Fc1ccccc1.Fc1ccccc1.Fc1ccccc1.Fc1ccccc1.Fc1ccccc1.Fc1ccccc1.Fc1ccccc1.Fc1ccccc1.Fc1ccccc1.Fc1ccccc1.Fc1ccccc1

The geometry in ORCA input format:
```
! RIJCOSX wB97M-V def2-TZVPD def2/J DEFGRID3
* xyz 0 1
F -3.19501 0.21011 -3.37592
C -3.13776 -0.60343 -4.45386
C -3.71944 -0.23067 -5.66288
C -3.80048 -1.15114 -6.70548
C -3.13895 -2.36418 -6.64371
C -2.47860 -2.66461 -5.44519
C -2.54728 -1.83173 -4.34992
H -4.15353 0.75640 -5.76385
H -4.30637 -0.84848 -7.61438
H -3.01105 -3.07776 -7.44385
H -1.78947 -3.49965 -5.42965
H -2.04149 -2.05847 -3.41854
F -5.21872 3.14171 3.51540
C -5.09723 2.23153 2.54378
C -5.40110 2.50090 1.22316
C -5.06843 1.55313 0.24749
C -4.59490 0.30538 0.63312
C -4.25617 0.03276 1.95237
C -4.45809 1.03471 2.85855
H -5.86774 3.41980 0.89243
H -5.19695 1.83251 -0.78821
H -4.28144 -0.38230 -0.14591
H -3.81267 -0.90359 2.25899
H -4.15744 0.85702 3.88488
F 1.42234 0.83576 -3.88636
C 0.93356 1.86883 -4.58540
C 1.91264 2.75539 -5.07271
C 1.57713 3.74828 -5.96278
C 0.22750 3.93294 -6.30066
C -0.72968 3.07227 -5.78756
C -0.38220 2.05201 -4.89404
H 2.92491 2.66213 -4.70076
H 2.31539 4.40654 -6.39951
H -0.12051 4.75129 -6.91530
H -1.76092 3.25682 -6.05633
H -1.10152 1.30052 -4.58735
F 1.24412 -4.83959 -8.72703
C 0.99423 -4.13472 -7.61117
C 1.00668 -4.84507 -6.40521
C 0.95641 -4.18530 -5.19360
C 0.94112 -2.78156 -5.20978
C 0.78640 -2.13828 -6.40183
C 0.85037 -2.76695 -7.64766
H 0.98513 -5.92642 -6.34458
H 1.07521 -4.73883 -4.27238
H 0.82341 -2.26634 -4.26358
H 0.76558 -1.05257 -6.40362
H 0.93208 -2.20053 -8.56291
F -1.58957 3.20462 7.84311
C -1.25246 2.09318 7.16811
C -2.09623 1.71145 6.14860
C -1.75466 0.59433 5.40535
C -0.50653 0.02653 5.51429
C 0.28989 0.31738 6.64288
C -0.04895 1.42230 7.39535
H -2.99236 2.29745 5.98751
H -2.39742 0.21293 4.62304
H -0.15274 -0.75069 4.84929
H 1.22860 -0.18597 6.83102
H 0.53080 1.70386 8.26755
F -0.34167 -0.84141 -2.28827
C -0.09972 -0.46482 -1.01188
C 0.88078 -1.06441 -0.23604
C 1.08020 -0.67421 1.06454
C 0.24526 0.31040 1.61764
C -0.80781 0.82943 0.86195
C -0.95931 0.46309 -0.46503
H 1.47897 -1.82489 -0.72873
H 1.89141 -1.11094 1.63241
H 0.45759 0.66032 2.61766
H -1.35483 1.68203 1.24468
H -1.75774 0.84492 -1.08970
F 5.89246 -0.14566 -3.00004
C 5.85889 -1.09511 -2.04735
C 4.87691 -1.08531 -1.05457
C 4.92573 -2.11027 -0.12116
C 5.87128 -3.13635 -0.14331
C 6.81314 -3.12070 -1.16505
C 6.75865 -2.13771 -2.14449
H 4.15185 -0.28614 -0.99595
H 4.21463 -2.09582 0.69773
H 5.83013 -3.95031 0.56476
H 7.61204 -3.84682 -1.24193
H 7.50185 -2.07945 -2.92996
F -0.83269 3.93883 2.51203
C -0.27967 4.17540 3.70731
C 0.79342 3.42733 4.11630
C 1.32829 3.67631 5.37307
C 0.86770 4.72750 6.12486
C -0.29481 5.43104 5.78227
C -0.88559 5.12072 4.55741
H 1.10840 2.52416 3.60957
H 2.20444 3.17601 5.76413
H 1.50905 4.99773 6.95746
H -0.67314 6.22027 6.41249
H -1.70587 5.71891 4.18432
F 3.30346 -1.39833 3.88481
C 2.95056 -2.05470 5.00960
C 3.77783 -1.97248 6.11376
C 3.46153 -2.64741 7.26923
C 2.32561 -3.48844 7.26902
C 1.53051 -3.61528 6.14007
C 1.77312 -2.75214 5.05264
H 4.69961 -1.40725 6.19728
H 4.13325 -2.59971 8.11290
H 2.17024 -4.02315 8.19811
H 0.58014 -4.12772 6.17312
H 1.08747 -2.78924 4.21777
F 0.20931 -4.87003 3.38820
C 0.47938 -5.01828 2.07506
C -0.32344 -4.39022 1.13936
C 0.05834 -4.36822 -0.19100
C 1.18168 -5.09424 -0.59587
C 1.98023 -5.73080 0.34896
C 1.65384 -5.64297 1.69775
H -1.22918 -3.88013 1.44519
H -0.41419 -3.64212 -0.83875
H 1.49739 -4.95919 -1.62272
H 2.84382 -6.31147 0.05657
H 2.23516 -6.10770 2.48442
F -4.92224 4.21307 -1.90468
C -3.66696 4.66471 -1.69045
C -2.61688 3.96324 -2.22915
C -1.32550 4.50003 -2.08597
C -1.17346 5.71682 -1.46501
C -2.22970 6.43653 -0.90911
C -3.50189 5.88836 -1.05509
H -2.75156 3.03848 -2.77419
H -0.46085 3.96379 -2.45032
H -0.18102 6.12761 -1.30581
H -2.05022 7.39219 -0.44317
H -4.35305 6.45834 -0.70443
*
```

Löwdin atomic charge list, values in e, 4 entries:
1. F 0.041
2. C -0.296
3. C -0.017
4. C -0.084

***

Entry 2:
Here is a structure of composition C66H64BF2N4O5P2S2Ti from the Open Molecules 2025 dataset. Energies are from the ωB97M-V functional and the def2-TZVPD basis.

The geometry in ORCA input format:
```
! RIJCOSX wB97M-V def2-TZVPD def2/J DEFGRID3
* xyz 1 1
Ti 0.47150 0.03761 -0.41797
O 1.91402 0.56834 -5.56299
C 2.45045 -0.63913 -5.28233
C 2.99567 -1.42906 -6.29130
C 3.51058 -2.68186 -6.01504
C 3.48658 -3.17646 -4.72026
C 2.95139 -2.39582 -3.71396
C 2.42322 -1.13090 -3.96197
C 1.87121 -0.35647 -2.83043
O 1.47562 -0.96856 -1.72928
N 1.83614 0.93720 -2.91832
N 1.40159 1.46412 -1.73242
C 1.60464 2.71872 -1.53186
C 1.52386 3.27774 -0.21227
C 1.68078 4.65688 0.00028
C 1.85520 5.16136 1.26504
C 1.94545 4.28216 2.34816
C 1.81882 2.92411 2.16592
C 1.52678 2.39084 0.89767
O 1.31671 1.09953 0.74495
H 2.02762 0.76254 -6.49975
H 3.01478 -1.04652 -7.30569
H 3.94182 -3.27162 -6.81265
H 3.87839 -4.15968 -4.49869
H 2.94855 -2.74880 -2.69669
H 1.99382 3.32468 -2.34888
H 1.68206 5.32025 -0.85642
H 1.97545 6.22386 1.42446
H 2.11798 4.66458 3.34574
H 1.95872 2.22754 2.98232
C -2.76280 6.13409 7.47798
C -2.38775 5.01204 6.55237
C -2.45982 3.68657 6.97716
C -2.08006 2.65292 6.13868
C -1.62909 2.93946 4.86169
C -1.52814 4.25079 4.42734
C -1.91564 5.27976 5.27128
S -0.94201 1.59324 3.84827
O -0.17878 0.79819 4.82584
C -2.49744 0.70666 3.62059
C -2.60699 -0.57880 4.17168
C -3.77570 -1.26976 4.04547
C -4.88624 -0.69883 3.38078
C -6.12585 -1.37687 3.29338
C -7.20273 -0.79384 2.68881
C -7.08577 0.49058 2.12254
C -5.89852 1.16423 2.16930
C -4.77122 0.59723 2.81412
C -3.52463 1.28579 2.92656
C -3.42572 2.68525 2.43519
C -4.13549 3.64852 3.22971
C -4.75263 3.27339 4.44784
C -5.48011 4.17729 5.16905
C -5.60731 5.50642 4.72604
C -4.98085 5.91100 3.58323
C -4.22928 4.99795 2.80972
C -3.56790 5.39620 1.63292
C -2.85166 4.49769 0.90830
C -2.77752 3.13442 1.28464
S -1.98239 2.24302 -0.11634
O -1.27591 0.94982 0.24415
C -3.59477 1.66478 -0.67864
C -4.41996 2.50636 -1.40558
C -5.67177 2.05759 -1.79458
C -6.11071 0.78011 -1.45251
C -7.47408 0.29117 -1.84602
C -5.25212 -0.04988 -0.73623
C -3.99264 0.38052 -0.35448
H -1.87977 6.47353 8.02316
H -3.50386 5.81040 8.20700
H -3.16035 6.98412 6.92505
H -2.80837 3.46394 7.97804
H -2.11220 1.62374 6.47551
H -1.15350 4.46262 3.43298
H -1.84337 6.30708 4.93403
H -1.75147 -0.97689 4.70218
H -3.87705 -2.26193 4.46831
H -6.20844 -2.36482 3.72950
H -8.15082 -1.31332 2.64432
H -7.94640 0.94512 1.64871
H -5.81879 2.14538 1.72024
H -4.63511 2.26340 4.81270
H -5.96806 3.86961 6.08414
H -6.19759 6.20529 5.30370
H -5.04584 6.94133 3.25610
H -3.63800 6.42772 1.31207
H -2.33678 4.80436 0.00516
H -4.09863 3.51045 -1.65510
H -6.31546 2.71207 -2.36818
H -8.01843 1.04250 -2.41400
H -8.05802 0.03465 -0.96064
H -7.39190 -0.61212 -2.45166
H -5.58543 -1.04411 -0.46081
H -3.32033 -0.25863 0.20412
C -2.74162 -2.53338 -1.47408
P -1.29018 -1.48050 -1.92817
C -0.31775 -3.01110 -2.41282
N -0.75715 -3.55280 -3.51936
C -0.15929 -4.65083 -4.03094
C -0.60950 -5.19941 -5.24883
C 0.01417 -6.30709 -5.75194
C 1.08520 -6.90926 -5.05840
C 1.53359 -6.39898 -3.87270
C 0.91771 -5.24786 -3.33839
N 1.30556 -4.74097 -2.15087
C 0.72815 -3.66186 -1.67836
P 1.36289 -3.29216 0.00474
C 3.15752 -3.02194 -0.11314
C 1.16830 -4.90500 0.95764
C 1.28165 -4.54062 2.44224
C 2.23592 -5.93148 0.57796
C -0.23627 -5.44408 0.66855
C -1.82768 -0.62373 -3.57763
C -3.34136 -0.72333 -3.78414
C -1.14647 -1.11489 -4.85665
C -1.45864 0.86073 -3.38980
H -2.88912 -3.27175 -2.25962
H -3.64648 -1.94898 -1.34412
H -2.50120 -3.03391 -0.53475
H -1.43982 -4.72435 -5.75319
H -0.31813 -6.72725 -6.69132
H 1.54190 -7.79504 -5.47883
H 2.33931 -6.86592 -3.32196
H 3.64195 -3.73164 -0.78032
H 3.56811 -3.12237 0.89223
H 3.31484 -1.99851 -0.44902
H 2.17946 -3.95746 2.65136
H 1.32758 -5.45040 3.04339
H 0.42334 -3.95421 2.77134
H 3.22217 -5.62469 0.92676
H 2.27438 -6.07109 -0.49751
H 1.99627 -6.88808 1.04608
H -0.98863 -4.66345 0.81309
H -0.47219 -6.26404 1.34872
H -0.32119 -5.81950 -0.35113
H -3.66131 -1.75593 -3.92212
H -3.59555 -0.17843 -4.69572
H -3.90335 -0.27824 -2.96253
H -1.53526 -2.07942 -5.15995
H -0.06732 -1.19351 -4.74815
H -1.35555 -0.39092 -5.64872
H -0.43147 1.05024 -3.70003
H -1.57906 1.17752 -2.35543
H -2.11274 1.48697 -4.00044
F -0.76857 -1.73948 0.88176
B 0.68089 -1.65317 0.80840
F 1.22551 -1.55739 2.06102
*
```

Löwdin atomic charge list, values in e, 4 entries:
1. Ti 0.932
2. O 0.066
3. C -0.270
4. C -0.012

***

The records above give, respectively, HOMO energy values of -8.98, -9.89 eV.
The records above give, respectively, F_max values of 2.19, 2.18 eV Å⁻¹.
The records above give, respectively, energy relative to the best compared isomer or geometry (same formula, charge and spin) values of 178.9, 383.0 kJ/mol.